112
Properties=species:S:1:pos:R:3:lowdin_charge:R:1 method="wB97M-V/def2-TZVPD" charge=-1 total_energy_ha=-2432.25546 homo_ev=-4.90
Si 2.28 -4.06 1.06 0.61
Al -0.69 -0.11 0.33 0.42
F -3.11 0.83 1.83 -0.10
F 1.76 -0.71 -1.06 -0.02
F -0.08 -1.04 -2.28 -0.06
O -4.03 -3.85 -2.80 -0.16
O -4.07 -0.52 6.02 -0.19
O 0.33 5.31 -4.58 -0.16
C 0.46 -1.21 -0.98 -0.46
C 0.53 -2.72 -0.79 -0.19
C 1.92 2.88 0.03 -0.24
C 0.58 0.60 4.45 -0.21
C -4.33 -4.79 -3.82 -0.29
C -1.35 1.68 5.76 -0.20
C 1.04 7.09 -6.12 -0.08
C 4.77 -2.88 0.28 -0.11
C 3.68 -2.78 1.11 -0.24
C 5.67 -0.87 1.15 -0.10
C -0.24 1.87 4.69 -0.19
C -0.25 3.68 -1.20 -0.21
C -1.46 1.46 -0.70 -0.20
C 1.35 6.23 -4.91 -0.29
C 2.71 -5.36 -0.24 -0.18
C -1.08 2.87 -0.18 -0.28
C 3.41 3.31 0.12 -0.10
C -2.95 -1.38 5.95 -0.10
C 0.06 -0.26 3.27 -0.27
C 0.00 4.35 -5.57 -0.28
C 0.67 -3.16 0.68 -0.24
C 1.16 3.46 -5.96 -0.08
C -3.32 -2.03 -4.30 -0.07
C 5.75 -1.93 0.30 -0.11
C -2.26 -1.29 0.93 -0.18
C -2.70 1.37 5.09 -0.17
C 3.62 -1.73 1.99 -0.11
C 4.60 -0.79 2.00 -0.09
C 0.48 0.38 1.92 -0.20
C 1.26 3.36 -1.27 -0.20
C -3.15 -5.66 -4.22 -0.08
C 2.06 -4.90 2.76 -0.16
C -3.30 -0.57 1.76 -0.27
C -3.73 0.85 6.12 -0.22
C -3.01 -2.91 -3.10 -0.27
H 1.41 -3.07 -1.35 0.10
H 0.60 1.45 2.08 0.03
H -4.31 -0.71 1.37 0.10
H 3.80 3.68 -0.82 0.06
H 4.02 2.44 0.39 0.05
H -1.03 0.87 6.43 0.09
H -2.15 -1.08 6.63 0.08
H -2.76 -1.61 0.01 0.04
H -2.05 -3.41 -3.22 0.10
H 1.43 3.26 0.93 0.09
H -2.55 1.36 -0.64 0.04
H -4.26 -1.50 -4.15 0.08
H -0.43 4.84 -6.45 0.10
H 1.76 4.30 -1.54 0.09
H 2.17 -5.97 2.63 0.02
H 3.57 4.02 0.93 0.06
H 1.49 0.00 1.70 0.03
H -2.33 -5.07 -4.64 0.07
H -2.60 0.70 4.25 0.07
H -2.02 3.43 -0.07 0.09
H 0.55 -1.23 3.39 0.08
H -3.38 1.10 7.13 0.11
H -3.42 -2.61 -5.22 0.06
H 6.60 -2.02 -0.37 0.10
H -4.75 -4.28 -4.69 0.10
H -1.44 2.61 6.32 0.10
H -2.76 -6.19 -3.35 0.08
H -0.45 4.74 -1.08 0.10
H 1.46 6.88 -4.03 0.12
H 4.52 0.05 2.69 0.11
H -3.45 -6.39 -4.97 0.07
H 0.42 2.71 4.92 0.10
H 1.84 7.81 -6.29 0.07
H 0.72 -0.01 5.35 0.10
H -0.72 2.12 3.74 0.10
H 1.87 -6.02 -0.46 0.03
H 3.52 -5.97 0.17 0.03
H -4.66 1.39 5.95 0.11
H -1.01 -0.44 3.34 0.06
H 1.98 4.02 -6.41 0.06
H 4.87 -3.71 -0.40 0.09
H 1.58 0.91 4.14 0.10
H 0.60 -2.34 1.40 0.05
H -0.79 3.74 -5.13 0.12
H 1.06 -4.67 3.14 0.02
H 2.30 5.72 -5.04 0.11
H -3.34 -0.93 2.79 0.08
H -0.33 -3.17 -1.28 0.10
H -1.96 -2.18 1.48 0.05
H -2.57 -1.44 4.92 0.07
H 1.93 1.80 0.01 0.08
H -5.12 -5.42 -3.41 0.11
H 2.78 -1.64 2.67 0.10
H 0.83 2.71 -6.69 0.08
H -3.29 -2.38 6.21 0.08
H 2.83 -4.54 3.44 0.02
H 1.50 2.66 -2.06 0.11
H 3.09 -4.90 -1.15 0.02
H -1.24 1.41 -1.77 0.04
H -3.09 2.31 4.69 0.12
H 0.11 7.64 -5.97 0.08
H -0.66 3.42 -2.18 0.09
H 1.55 2.94 -5.09 0.08
H -2.52 -1.30 -4.45 0.08
H -0.65 2.85 0.82 0.06
H 6.43 -0.10 1.16 0.10
H -0.12 -3.89 0.89 0.08
H 0.92 6.50 -7.03 0.06
H -2.92 -2.27 -2.22 0.11